Entry 1:
C16H22N3O3Tl | ωB97M-V/def2-TZVPD

```
45
Properties=species:S:1:pos:R:3:nbo_charge:R:1
Tl 1.1570 4.9964 13.7372 0.805
C 6.9174 7.0054 17.2267 -0.242
O 5.9513 6.6778 18.2287 -0.490
C 4.7614 6.2499 17.8545 0.382
C 4.0838 5.4856 18.8210 -0.352
C 2.8859 4.9564 18.4680 -0.100
C 2.2713 5.1372 17.1648 -0.379
C 1.0097 4.4243 16.9190 0.597
C 0.4057 3.5600 18.0615 -0.716
O 0.3573 4.5444 15.8786 -0.704
C 2.9427 6.0781 16.2888 0.547
O 2.4387 6.4959 15.1885 -0.816
C 4.2359 6.4823 16.6325 -0.460
H 7.7534 7.2386 17.7632 0.193
H 6.5637 7.8123 16.5669 0.181
H 7.1510 6.1229 16.5425 0.172
H 4.5297 5.5475 19.7576 0.219
H 2.3164 4.3806 19.1592 0.202
H 0.3640 4.1136 19.0818 0.226
H 0.9280 2.6290 18.2125 0.232
H -0.6270 3.2144 17.8894 0.235
H 4.7274 7.0662 15.9053 0.218
C 3.9701 3.4480 9.8122 -0.413
C 2.7327 2.7050 10.2461 -0.210
N 2.4529 2.9839 11.6270 -0.632
C 3.4544 3.0000 12.6061 0.614
N 3.0863 2.9395 13.8487 -0.623
C 4.1751 2.9260 14.8363 -0.239
C 5.2790 3.8392 14.3765 -0.420
C 5.8157 3.2472 13.0392 -0.200
N 4.7198 3.1528 12.0885 -0.457
C 5.1481 3.0462 10.7078 -0.193
H 3.8021 4.4670 10.0172 0.210
H 4.1923 3.4311 8.7547 0.222
H 2.8312 1.5919 10.1380 0.173
H 1.8925 3.0320 9.6152 0.211
H 1.5199 2.8007 11.9868 0.409
H 4.4635 1.8688 15.0175 0.185
H 3.7411 3.2855 15.7753 0.214
H 6.0634 4.0023 15.1049 0.218
H 4.8148 4.7645 14.1294 0.216
H 6.2819 2.2799 13.1367 0.177
H 6.5958 3.8800 12.7356 0.196
H 5.5090 2.0695 10.4859 0.187
H 5.8934 3.8404 10.4816 0.204
```

***

Entry 2:
C2H10NS2 | ωB97M-V/def2-TZVPD

```
15
Properties=species:S:1:pos:R:3:nbo_charge:R:1
N 0.2492 2.1629 0.6005 -0.903
H 0.2123 3.0130 0.0384 0.451
H 0.8420 2.2939 1.4206 0.447
H -0.6975 1.9554 0.9251 0.442
H 0.6022 1.3051 0.0609 0.432
C -1.6988 -0.4527 -0.9178 -0.755
S -0.2844 -1.0041 -1.9298 0.151
S 1.3536 -0.4816 -0.7935 0.081
C 1.3411 -1.7316 0.5296 -0.744
H -1.6107 -0.8533 0.0839 0.222
H -1.7820 0.6286 -0.9529 0.195
H -2.5816 -0.8819 -1.4006 0.263
H 1.0276 -2.6675 0.0856 0.254
H 2.3491 -1.8362 0.9079 0.249
H 0.6780 -1.4500 1.3420 0.213
```

As for the charge: +1.

***

Entry 3:
C36H54N11O6 | ωB97M-V/def2-TZVPD

```
107
Properties=species:S:1:pos:R:3:nbo_charge:R:1
C 3.0682 3.4185 0.9512 -0.217
C 1.8813 3.3716 0.7962 -0.049
C 0.4639 3.3004 0.4824 -0.195
H 0.0748 2.2996 0.7207 0.279
H -0.0847 4.0415 1.0711 0.216
O 0.2468 3.4903 -0.9222 -0.572
C -0.0299 4.8133 -1.3338 -0.079
H 0.6536 5.5235 -0.8560 0.194
C -1.4808 5.2090 -1.0539 -0.100
H -1.6494 6.2430 -1.3830 0.189
H -1.6991 5.1380 0.0183 0.183
O -2.3009 4.3145 -1.7811 -0.552
C -3.6898 4.4997 -1.6191 -0.092
H -4.1390 3.8178 -2.3439 0.192
H -3.9767 5.5271 -1.8786 0.185
C -4.1766 4.1883 -0.1820 -0.105
H -5.2354 3.9088 -0.2111 0.188
O -3.3977 3.1983 0.4542 -0.547
C -3.8527 1.8668 0.3935 -0.074
H -4.9081 1.8023 0.6878 0.173
H -3.2302 1.3313 1.1148 0.231
C -3.6613 1.2079 -0.9827 -0.253
N -2.3191 1.4704 -1.4340 -0.579
C -1.4823 0.5614 -1.8906 0.684
N -1.8570 -0.6720 -2.1299 -0.612
C -0.9417 -1.5027 -2.6583 0.651
N -1.2779 -2.7574 -2.8908 -0.353
C -0.3261 -3.7508 -3.3347 -0.251
C -0.1821 -4.8012 -2.2239 -0.081
O -1.4293 -5.3809 -1.9330 -0.520
C -2.3504 -4.4176 -1.4755 -0.093
C -2.5612 -3.3109 -2.5208 -0.257
H -3.1879 -2.5157 -2.1223 0.244
H -3.0192 -3.7382 -3.4188 0.205
H -3.2857 -4.9519 -1.3041 0.195
H -2.0084 -3.9745 -0.5282 0.211
H 0.2440 -4.3197 -1.3319 0.186
H 0.4682 -5.6143 -2.5486 0.202
H -0.7143 -4.2276 -4.2399 0.208
H 0.6255 -3.2669 -3.5405 0.242
N 0.3105 -1.1188 -3.0049 -0.628
C 0.6787 0.0980 -2.7179 0.736
N -0.1897 0.9803 -2.1411 -0.632
N 1.9156 0.5130 -3.0780 -0.417
H -3.1797 -4.1604 1.7946 0.371
C 2.6762 1.4534 -2.2788 -0.235
H 3.2356 2.1096 -2.9504 0.217
C 3.6544 0.6465 -1.3744 -0.252
N 3.2125 -0.7268 -1.3174 -0.433
C 2.3390 -1.2666 -0.4381 0.699
O 1.8515 -2.3690 -0.5943 -0.637
C 2.0021 -0.4694 0.8318 -0.143
N 0.6095 -0.6895 1.1100 -0.146
C -0.0193 -1.7870 1.5726 -0.052
C -1.3599 -1.4463 1.5672 0.086
N -1.4542 -0.1865 1.1010 -0.269
N -0.2787 0.2550 0.8264 -0.113
C -2.5452 -2.2328 2.0220 -0.067
N -2.3322 -3.6240 1.6524 -0.829
H -1.6086 -4.0356 2.2327 0.356
H 0.0578 1.9333 -1.8786 0.458
H -3.4211 -1.8726 1.4697 0.203
C -2.7897 -1.9931 3.5399 -0.201
C -3.8780 -2.9322 4.0572 -0.620
H -4.7932 -2.8063 3.4812 0.203
H -4.0967 -2.7154 5.0985 0.221
H -3.5679 -3.9736 4.0002 0.209
C -3.1674 -0.5292 3.7938 -0.409
C -3.0313 -0.1194 5.2559 -0.602
H -3.7063 -0.6851 5.8922 0.204
H -3.2676 0.9357 5.3703 0.214
H -2.0140 -0.2815 5.6064 0.201
H -2.5252 0.1164 3.1918 0.212
H -4.1956 -0.3675 3.4634 0.196
H -1.8530 -2.2133 4.0681 0.192
H 0.4964 -2.6830 1.8365 0.242
H 2.1075 0.6097 0.6966 0.247
C 2.9009 -0.9501 1.9878 -0.407
C 4.3213 -0.5171 1.7559 -0.098
C 4.7842 0.6888 2.2639 -0.135
C 6.0792 1.1096 2.0205 -0.319
C 6.9346 0.3269 1.2525 0.314
C 6.4754 -0.8857 0.7417 -0.268
C 5.1855 -1.3002 0.9981 -0.175
H 4.8468 -2.2505 0.6129 0.220
H 7.1536 -1.4906 0.1622 0.233
O 8.2052 0.6964 0.9706 -0.654
H 8.4355 1.5123 1.4319 0.485
H 6.4353 2.0415 2.4394 0.213
H 4.1290 1.3018 2.8662 0.209
H 2.5230 -0.5252 2.9201 0.231
H 2.8485 -2.0384 2.0491 0.227
C 3.3791 -1.3905 -2.5983 -0.246
C 2.7826 -0.4770 -3.6942 -0.237
H 3.5653 0.0677 -4.2245 0.210
H 2.1997 -1.0561 -4.4072 0.251
H 2.8465 -2.3399 -2.5439 0.256
H 4.4405 -1.5777 -2.7763 0.210
H 3.7296 1.0908 -0.3847 0.246
H 4.6576 0.6385 -1.8084 0.218
H 2.0182 2.0705 -1.6702 0.225
H -2.0062 2.4329 -1.3026 0.450
H -4.3780 1.6038 -1.7102 0.195
H -3.7970 0.1305 -0.8973 0.243
H -4.0783 5.0845 0.4392 0.191
H 0.1400 4.8189 -2.4134 0.206
H 4.0983 3.4766 1.1434 0.241
```

As for the charge: +1.

***

Entry 4:
C4H29N3O9 | ωB97M-V/def2-TZVPD

```
45
Properties=species:S:1:pos:R:3:nbo_charge:R:1
H -1.3552 -2.0949 -0.6354 0.302
N -1.3169 -2.6953 0.2012 -0.789
C -0.8927 -2.1528 1.3265 0.295
N -0.4215 -0.8884 1.5561 -0.652
C -0.4346 0.1838 0.4809 -0.230
C -1.8357 0.6416 -0.0715 -0.428
C -1.7327 2.0825 -0.4865 -0.220
N -1.3358 2.8665 0.7050 -0.878
H -1.0337 -2.8287 2.1613 0.190
H -0.3864 -0.5947 2.5658 0.438
H 0.2679 0.0043 -0.2559 0.207
H 0.0728 1.0698 0.9711 0.210
H -2.2014 0.0049 -0.8327 0.205
H -2.5657 0.5120 0.6824 0.204
H -0.9391 2.1262 -1.2703 0.169
H -2.6928 2.5510 -0.7799 0.209
H -0.3502 3.0475 0.8470 0.383
H -1.6217 3.8255 0.5313 0.361
O -1.4102 0.8998 -5.0240 -0.930
H -1.5707 1.5842 -4.3096 0.465
H -0.8489 0.3047 -4.6419 0.466
O 1.7824 2.4994 1.7452 -1.008
H 2.6701 2.8506 1.5608 0.474
H 1.7195 1.5248 1.4709 0.504
O 0.7791 -0.6550 4.4937 -0.945
H 1.5270 -0.3202 4.9835 0.467
H 0.2975 0.1554 4.5448 0.482
O 1.7029 3.4061 -2.5689 -0.939
H 1.6064 2.4664 -2.6662 0.469
H 2.1431 3.6065 -1.7667 0.471
O -0.3285 -2.0022 -3.2939 -0.959
H 0.0808 -2.8212 -3.6320 0.487
H -0.7777 -2.1700 -2.4825 0.476
O 2.3515 0.2963 0.5024 -0.964
H 2.2311 -0.5439 0.8600 0.507
H 3.0168 0.3996 -0.1527 0.497
O -1.5017 1.0892 3.5947 -0.956
H -1.1931 1.7581 2.9828 0.496
H -2.0563 0.5348 3.1145 0.470
O 2.3371 -2.5295 -1.3358 -0.959
H 1.4910 -2.3472 -1.6873 0.484
H 2.9992 -2.6532 -1.9225 0.473
O 0.6161 -5.3730 -0.7186 -0.959
H 1.1510 -4.6912 -1.1574 0.469
H -0.0399 -4.9301 -0.1898 0.487
```

***

Entry 5:
C24H48O24S4 | ωB97M-V/def2-TZVPD

```
100
Properties=species:S:1:pos:R:3:mulliken_charge:R:1
C -6.0326 1.2160 -2.2697 -1.845
C -5.4357 -0.1691 -2.5617 -1.169
O -4.2384 -0.3731 -1.8652 -0.187
S -3.6163 -1.7849 -2.1793 1.326
C -1.9632 -1.8554 -1.3351 -0.616
O -4.3751 -2.7517 -1.3897 -0.639
O -3.5014 -1.8574 -3.6479 -0.695
H -6.5162 1.0549 -1.3558 0.491
H -6.5892 1.6374 -3.0416 0.433
H -5.4415 1.8700 -1.9517 0.561
H -6.0472 -0.8623 -2.6913 1.063
H -5.0628 -0.2082 -3.5629 0.589
H -2.1361 -1.7452 -0.1972 0.107
H -1.2420 -1.2664 -1.6941 0.168
H -1.4355 -2.8605 -1.5881 0.420
C -2.0325 2.4363 -1.6513 -0.995
C -2.0688 2.4416 -3.1533 -0.186
O -3.3417 2.8371 -3.6115 -0.273
S -3.7261 2.8198 -5.2494 1.140
C -4.6365 4.2627 -5.6562 -1.033
O -2.5801 2.8386 -6.0084 -0.633
O -4.5915 1.7144 -5.4379 -0.587
H -1.0694 1.8696 -1.4547 -0.037
H -2.6838 1.7226 -1.2159 0.237
H -2.0341 3.3631 -1.2418 0.604
H -1.1651 2.9629 -3.5194 0.376
H -2.0080 1.4172 -3.3667 0.288
H -5.2867 4.3938 -4.8411 0.366
H -5.0606 4.3765 -6.7329 0.337
H -4.2528 5.2875 -5.6681 0.372
C 2.0592 -3.1717 2.1021 -1.504
C 1.2366 -2.3378 1.0084 0.439
O 2.0568 -1.2443 0.8098 -0.406
S 1.4785 -0.0549 -0.2450 1.044
C 2.6454 1.1959 -0.1299 -0.845
O 1.6061 -0.7129 -1.5339 -0.320
O 0.2049 0.4170 0.1971 -0.424
H 2.5399 -2.5283 2.7573 0.263
H 2.8571 -3.8490 1.7412 0.335
H 1.4584 -3.8639 2.5235 0.527
H 0.6313 -2.7458 0.0980 0.297
H 0.5643 -2.0170 1.8020 -0.286
H 2.7667 1.6986 -1.0568 0.437
H 3.5133 0.8936 0.3314 0.429
H 2.2523 1.6628 0.6592 -0.154
C 1.1175 2.2413 7.4916 -1.065
C 1.6332 2.9485 6.2094 -0.181
O 0.6622 3.0432 5.1860 -0.260
S 1.1140 4.0314 3.9047 1.256
C 0.0691 3.5478 2.5799 -0.436
O 0.7231 5.3605 4.2805 -0.625
O 2.5061 3.7210 3.5448 -0.625
H 0.9073 1.1893 7.2553 0.206
H -0.0810 2.5289 7.6050 0.278
H 1.7975 2.4179 8.3869 0.315
H 1.9323 4.0316 6.4423 0.477
H 2.5755 2.4250 5.9192 0.155
H 0.4412 2.7964 2.0034 -0.292
H 0.2933 4.3680 1.9429 0.484
H -0.9616 3.4275 2.8468 0.326
O 5.3719 1.7504 -3.1061 -0.557
C 4.3092 1.3048 -3.4960 0.615
O 3.1340 2.1149 -3.4545 -0.367
C 2.1366 1.3667 -3.9138 0.411
C 2.7898 -0.0438 -4.3245 -0.351
O 4.0631 0.0316 -3.9777 -0.237
H 1.3426 1.2290 -3.1037 -0.447
H 1.8137 1.9351 -4.8854 0.286
H 2.6507 0.0881 -5.3334 0.489
H 2.1195 -0.6554 -3.8237 0.237
O -2.0570 -4.5833 0.7608 -0.584
C -2.0874 -4.1017 1.8842 0.576
O -2.2836 -4.6923 2.9572 -0.346
C -2.5832 -3.8045 4.0590 -0.358
C -2.1630 -2.4568 3.4821 0.302
O -1.9245 -2.7677 2.1091 -0.124
H -3.7927 -3.6813 4.2621 0.249
H -2.1120 -4.1657 5.0051 0.307
H -1.0957 -2.1485 3.8114 -0.306
H -2.7425 -1.5275 3.8083 0.322
O -0.3161 0.4760 3.1788 -0.576
C 0.7519 0.1771 3.6361 0.726
O 1.8811 0.6296 3.1942 0.115
C 2.9529 0.2163 3.9428 -1.078
C 2.2548 -0.7051 4.9861 -0.232
O 0.8906 -0.5871 4.6979 -0.442
H 3.5927 -0.2159 3.4005 0.538
H 3.3514 1.0517 4.3150 0.434
H 2.5832 -0.4581 6.1220 0.251
H 2.4428 -1.8269 4.7707 0.320
O 4.8925 -4.3464 -5.6481 -0.576
C 4.5148 -4.2113 -4.5207 0.532
O 4.4944 -5.1493 -3.6555 -0.327
C 4.0698 -4.6433 -2.3619 -0.548
C 3.5704 -3.2110 -2.7348 -0.063
O 3.9401 -3.0342 -4.0973 -0.267
H 3.3439 -5.2924 -2.1356 0.367
H 4.6757 -4.4447 -1.5723 0.365
H 4.2757 -2.6182 -2.2110 0.284
H 2.5185 -3.2078 -2.5504 0.225
```

***

Entry 6:
C20H25NO5 | ωB97M-V/def2-TZVPD

```
51
Properties=species:S:1:pos:R:3:nbo_charge:R:1
C 6.7153 -1.4460 0.9079 -0.251
O 5.8894 -1.9688 -0.1033 -0.494
C 4.5730 -2.1848 0.1844 0.273
C 3.7917 -2.6766 -0.8583 -0.224
C 2.4450 -2.9259 -0.6864 -0.306
C 1.8427 -2.6850 0.5438 0.346
O 0.5274 -2.9187 0.8601 -0.532
C -0.4532 -3.0596 -0.1408 -0.084
C -1.0879 -1.6977 -0.5005 0.067
O -1.6536 -1.1090 0.6366 -0.710
C -0.0548 -0.7583 -1.1543 -0.259
N -0.5914 0.5682 -1.3770 -0.431
C -1.5591 0.6983 -2.4398 -0.408
C -0.2626 1.5328 -0.4890 0.670
O 0.5269 1.3307 0.4187 -0.647
C -0.8257 2.9443 -0.7355 0.010
C -0.4134 3.8989 0.3849 -0.627
O -2.2129 3.0084 -1.0113 -0.519
C -3.1320 2.5060 -0.1311 0.373
C -2.8467 1.7829 1.0193 -0.325
C -3.8832 1.3048 1.8033 -0.167
C -5.2008 1.5412 1.4596 -0.248
C -5.4860 2.2644 0.3122 -0.194
C -4.4624 2.7433 -0.4787 -0.289
C 2.6259 -2.2029 1.5883 -0.244
C 3.9737 -1.9545 1.4180 -0.284
H 7.7011 -1.3398 0.4576 0.200
H 6.3650 -0.4655 1.2464 0.176
H 6.7815 -2.1243 1.7650 0.174
H 4.2635 -2.8592 -1.8108 0.222
H 1.8823 -3.3084 -1.5237 0.214
H -0.0761 -3.5579 -1.0374 0.173
H -1.2294 -3.6860 0.3095 0.205
H -1.9234 -1.8735 -1.1876 0.178
H -0.9505 -1.0043 1.2928 0.478
H 0.2825 -1.1757 -2.1071 0.197
H 0.8020 -0.6384 -0.4856 0.251
H -1.5422 1.7003 -2.8615 0.220
H -2.5717 0.4894 -2.0835 0.205
H -1.3080 -0.0157 -3.2248 0.199
H -0.3656 3.2956 -1.6723 0.209
H 0.6616 3.8443 0.5266 0.235
H -0.9000 3.6333 1.3188 0.221
H -0.6967 4.9139 0.1174 0.215
H -1.8319 1.5731 1.3103 0.233
H -3.6480 0.7368 2.6905 0.213
H -6.0014 1.1647 2.0782 0.212
H -6.5113 2.4558 0.0312 0.212
H -4.6652 3.3057 -1.3772 0.220
H 2.1561 -2.0240 2.5424 0.221
H 4.5406 -1.5767 2.2536 0.221
```

***

Entry 7:
H10O5 | ωB97M-V/def2-TZVPD

```
15
Properties=species:S:1:pos:R:3:nbo_charge:R:1
O -0.3230 -0.4829 -0.1690 -0.929
H 0.5938 -0.3109 -0.4117 0.454
H -0.7524 -0.6902 -1.0066 0.474
O -0.7972 2.1508 -0.5870 -0.900
H 0.1288 1.9666 -0.3934 0.436
H -1.0125 1.5428 -1.3033 0.464
O 2.0126 0.8970 1.2185 -0.926
H 1.4285 1.1597 0.4982 0.450
H 1.5351 0.1857 1.6601 0.487
O 3.3453 -1.2307 -0.5054 -0.959
H 3.0108 -0.4461 -0.0565 0.477
H 4.1913 -1.4032 -0.0771 0.472
O -4.3416 -0.7357 0.3408 -0.935
H -5.0722 -1.1831 -0.1009 0.466
H -3.9473 -1.4200 0.8933 0.469
```

***

Entry 8:
C2H2N4 | ωB97M-V/def2-TZVPD

```
8
Properties=species:S:1:pos:R:3:nbo_charge:R:1
C -1.0573 -0.4612 0.8895 -0.050
C 0.9935 -0.7785 -0.2737 -0.059
N -1.9553 -1.5487 0.9213 -0.065
N -1.3034 -1.3594 1.9512 -0.066
N 1.7836 -1.7848 0.3307 -0.068
N 1.1208 -2.1426 -0.6433 -0.066
H -1.3104 0.5800 0.8809 0.185
H 1.3401 0.0524 -0.8493 0.189
```

***

Entry 9:
C4H7NS | ωB97M-V/def2-TZVPD

```
13
Properties=species:S:1:pos:R:3:nbo_charge:R:1
C 0.5883 0.6902 0.1866 0.111
C 1.0697 -0.5805 -0.1725 -0.239
C -0.7325 1.3900 0.0870 -0.651
C 0.4381 -1.8790 -0.6568 -0.634
N 1.8399 1.3578 0.6429 -0.691
S 2.7304 -0.1408 0.1357 0.400
H -1.4261 0.6475 0.0843 0.225
H -0.8963 2.1643 0.8691 0.234
H -0.8434 1.8876 -0.9750 0.212
H -0.3314 -1.7469 -1.3268 0.223
H 1.2790 -2.4845 -1.1560 0.220
H 0.1378 -2.4895 0.1464 0.223
H 1.9102 2.1465 -0.0292 0.368
```

***

Entry 10:
C4H8P2 | ωB97M-V/def2-TZVPD

```
14
Properties=species:S:1:pos:R:3:nbo_charge:R:1
C -0.4893 0.2175 -1.5194 -0.444
C -0.3333 -0.0700 -0.2433 0.067
C -1.3143 0.1906 0.9231 -0.652
C 1.0121 -0.4831 0.4494 -0.798
P 2.2645 -1.4388 -0.5098 0.280
P 2.5724 0.5600 0.3853 0.292
H -1.3519 0.2955 -1.9858 0.200
H 0.3915 0.0306 -2.0473 0.193
H -1.4133 1.2485 0.8511 0.233
H -2.2398 -0.4096 0.6944 0.220
H -1.0145 -0.1699 1.8505 0.207
H 0.7661 -0.8162 1.5241 0.254
H 2.7438 -2.2618 0.6259 -0.017
H 2.3159 1.1332 -0.8478 -0.035
```

***

Entry 11:
H6NOSi2 | ωB97M-V/def2-TZVPD

```
10
Properties=species:S:1:pos:R:3:nbo_charge:R:1
N -0.1339 -1.5158 0.7803 -0.248
O 0.7429 -0.8655 -0.1578 -0.863
Si -2.1187 -0.1182 -0.0052 0.247
Si 1.9709 0.1693 0.1159 1.232
H -3.3092 -0.7597 -0.5520 -0.228
H -1.4600 0.2895 -1.1573 -0.230
H -2.3733 1.3641 0.6260 -0.236
H 3.2684 -0.4745 -0.1197 -0.240
H 1.6933 1.1441 -0.9504 -0.219
H 1.7197 0.7667 1.4203 -0.214
```

As for the spin multiplicity: 3. As for the charge: -1. Its expectation value of S² is 2.01.

***

Entry 12:
C4H12 | ωB97M-V/def2-TZVPD

```
16
Properties=species:S:1:pos:R:3:nbo_charge:R:1
C 1.2810 1.1868 -0.0882 -0.978
C 2.6449 1.6108 0.3542 -0.750
H 0.4889 1.9719 0.0232 0.186
H 1.2358 1.0218 -1.2073 0.181
H 0.9297 0.3187 0.3502 0.198
H 3.1697 2.3553 -0.3391 0.178
H 2.8779 1.9448 1.2916 0.196
H 3.3636 0.7279 0.2142 0.179
C -2.1746 -0.8789 0.4562 -0.801
C -1.8676 -1.9440 -0.5694 -0.737
H -2.3553 0.0249 -0.0775 0.194
H -2.9757 -1.0746 1.0909 0.185
H -1.3383 -0.6181 1.1048 0.198
H -1.4389 -2.9151 -0.1980 0.187
H -1.0770 -1.6180 -1.2263 0.202
H -2.7643 -2.1141 -1.1795 0.183
```

As for the spin multiplicity: 2. As for the charge: -1. Its expectation value of S² is 0.75.

***

Respective energy above the lowest of the compared OMol25 structures with the same formula, charge and spin values: 1.079; 0.138; 0.463; 0.000; 10.797; 2.943; 1.671; 7.221; 2.329; 1.728; 0.000; 0.649 eV.